[1]
10
Properties=species:S:1:pos:R:3 method="wB97M-V/def2-TZVPD" multiplicity=1 homo_energy_ev=-8.36 fmax_ev_per_a=0.40 homo_lumo_gap_ev=8.7
O -1.92634 -0.84506 -0.01137
C -1.11708 0.13749 -0.20563
C -0.54336 1.28074 -0.16247
N 0.51489 0.83831 0.65168
C 1.35086 -0.15562 0.21634
N 0.94630 -1.23083 -0.34941
H -2.65400 -0.57014 0.57378
H -0.70666 2.29920 -0.50728
H 2.40318 0.04679 0.45496
H 1.73219 -1.80089 -0.66059

[2]
10
Properties=species:S:1:pos:R:3 method="wB97M-V/def2-TZVPD" multiplicity=1 homo_energy_ev="-8.17 / -8.17" fmax_ev_per_a=3.78 homo_lumo_gap_ev="7.9 / 7.9"
C -1.15545 -0.77806 1.28974
C -0.32289 0.09024 0.69025
C 0.15118 -0.65477 1.87751
N 0.45794 0.65297 -2.04150
N 0.01738 1.37621 -0.95354
O 0.94947 -1.23725 2.54988
H -2.00054 -1.31459 1.26511
H -0.25874 0.01469 -2.39758
H 1.28228 0.03741 -1.70778
H 0.87938 1.81316 -0.57209

[3]
10
Properties=species:S:1:pos:R:3 method="wB97M-V/def2-TZVPD" multiplicity=1 homo_energy_ev=-9.10 fmax_ev_per_a=2.26 homo_lumo_gap_ev=9.4
O 1.33619 -1.67129 0.14125
C 0.59704 -0.69484 0.19906
C -0.22002 -0.33298 -1.05986
N -0.96839 0.91826 -0.84418
C -0.85042 1.38579 0.25382
N 0.35000 0.14081 1.20542
H 0.44115 -0.21271 -1.91949
H -0.93732 -1.12675 -1.28175
H -0.65018 1.66205 1.25920
H 0.88575 -0.05916 2.05422

[4]
10
Properties=species:S:1:pos:R:3 method="wB97M-V/def2-TZVPD" multiplicity=1 homo_energy_ev=-8.47 fmax_ev_per_a=6.80 homo_lumo_gap_ev=9.0 smiles=Oc1cn[nH]c1
C 0.33535 0.13426 0.61703
C 1.23096 -0.68290 -0.14304
C -0.68728 0.56868 -0.28439
H -0.51736 0.67756 2.36553
H 2.10645 -1.09259 0.21284
H -1.39786 -0.23903 -2.04342
H -1.60007 1.26929 0.01527
N 0.51658 -0.88513 -1.32086
N -0.52073 -0.15996 -1.35998
O 0.53396 0.40984 1.94102

[5]
10
Properties=species:S:1:pos:R:3 method="wB97M-V/def2-TZVPD" multiplicity=1 homo_energy_ev=-9.39 fmax_ev_per_a=0.63 homo_lumo_gap_ev=10.1 smiles="N=C=N.C#CO"
O 2.05637 -0.24927 0.25417
C 1.21645 -1.07746 -0.30274
C 0.44398 -1.84766 -0.81646
N -1.99459 0.36052 0.68798
C -0.99207 1.02101 0.49616
N 0.04560 1.69238 0.47437
H 1.55694 0.56814 0.48763
H -0.19987 -2.55767 -1.28211
H -2.16927 -0.44220 0.09477
H 0.03646 2.53221 -0.09378

[6]
10
Properties=species:S:1:pos:R:3 method="wB97M-V/def2-TZVPD" multiplicity=1 homo_energy_ev=-8.52 fmax_ev_per_a=1.79 homo_lumo_gap_ev=8.9 smiles=Oc1cnc[nH]1
O 1.11642 -1.09741 -1.04129
C -0.13690 -0.54388 -0.79017
C -0.90937 -0.93676 0.29516
N -0.89533 0.05126 1.22933
C -0.20615 1.04926 0.69124
N 0.07314 0.81770 -0.60773
H 1.52031 -0.67340 -0.23415
H -1.38655 -1.89598 0.46441
H 0.08786 1.94952 1.20322
H 0.73657 1.27970 -1.21002

[7]
10
Properties=species:S:1:pos:R:3 method="wB97M-V/def2-TZVPD" multiplicity=1 homo_energy_ev=-8.96 fmax_ev_per_a=2.35 homo_lumo_gap_ev=8.5
O 2.41754 -0.29254 -0.02102
C 1.07386 -0.40022 -0.07791
C 0.18411 -1.37204 -0.22052
N -1.60835 -0.17088 0.05008
C -0.85018 0.89245 0.13365
N 0.45831 0.86714 0.09158
H 2.48105 0.66976 0.16946
H -0.35523 -2.26120 -0.42182
H -2.63348 0.01724 0.06168
H -1.16807 1.93028 0.24235

[8]
10
Properties=species:S:1:pos:R:3 method="wB97M-V/def2-TZVPD" multiplicity=1 homo_energy_ev="-9.17 / -8.79" fmax_ev_per_a=1.28 homo_lumo_gap_ev="8.6 / 7.0"
N -1.65749 0.08940 -0.20734
C -0.49938 -0.44354 0.36354
N -0.21171 -1.69085 0.44510
O 1.73577 -1.20720 -0.32558
C 1.66363 0.05604 -0.11451
C 0.50257 0.57803 0.34431
H -2.19804 0.76834 0.29190
H -2.08098 -0.47376 -0.91587
H 2.51968 0.72973 -0.23622
H 0.19724 1.61043 0.32399